Entry 1:
A structure of composition C54H71BrIN6O2Y in a non-equilibrium geometry, computed with ωB97M-V/def2-TZVPD.

Properties
**Energy above the lowest of the compared OMol25 structures with the same formula, charge and spin**: 25.0 kJ/mol
**M**: 1131.916 g mol⁻¹

Atoms and positions in Å:
Y (0.7895, 0.4958, -0.2976)
C (-3.2338, 1.8064, 0.1975)
C (-2.3676, 1.3175, 1.3598)
N (-1.7595, 0.0133, 1.1033)
C (-2.7371, -1.0708, 1.1500)
C (-2.1030, -2.4333, 0.8632)
N (-2.0846, -2.6980, -0.5694)
C (-1.2923, -3.8657, -0.9501)
C (0.1974, -3.5382, -1.1028)
C (0.4434, -2.5679, -2.2543)
N (-0.1189, -1.2411, -1.9540)
C (-0.6517, -0.6189, -3.1669)
C (-1.2657, 0.7554, -2.8645)
N (-1.8127, 0.7498, -1.5146)
C (-2.4674, 1.9866, -1.1090)
H (-3.6515, 2.7729, 0.4814)
H (-4.0651, 1.1163, 0.0341)
H (-3.0006, 1.2958, 2.2666)
H (-1.5638, 2.0395, 1.5260)
H (-1.0966, -0.1776, 1.8539)
H (-3.5087, -0.8882, 0.3963)
H (-3.2427, -1.1014, 2.1326)
H (-2.6516, -3.2174, 1.4108)
H (-1.0744, -2.4263, 1.2213)
H (-3.0405, -2.8189, -0.8941)
H (-1.6666, -4.2250, -1.9137)
H (-1.4054, -4.6817, -0.2196)
H (0.7349, -4.4673, -1.3003)
H (0.5876, -3.1136, -0.1799)
H (-0.0345, -2.9865, -3.1537)
H (1.5139, -2.4751, -2.4557)
H (-0.9311, -1.4538, -1.3547)
H (-1.4192, -1.2672, -3.6207)
H (0.1621, -0.5165, -3.8896)
H (-0.4942, 1.5263, -2.9088)
H (-2.0278, 0.9889, -3.6273)
H (-2.5065, 0.0042, -1.4655)
H (-3.1759, 2.3356, -1.8819)
H (-1.7010, 2.7478, -0.9610)
C (5.0477, -0.1948, -0.7214)
C (4.0740, -1.1445, -1.4293)
C (4.6343, -2.5684, -1.3868)
C (3.7624, -0.6293, -2.8176)
C (4.3618, -1.1985, -3.9297)
C (4.1336, -0.7031, -5.2006)
C (3.2974, 0.3822, -5.3668)
C (2.6726, 0.9834, -4.2841)
C (1.7787, 2.1810, -4.5376)
C (2.6008, 3.4083, -4.9439)
C (0.7239, 1.8961, -5.6147)
C (2.8975, 0.4759, -2.9864)
N (2.2626, 1.0721, -1.8791)
C (2.7650, 2.2743, -1.4615)
C (2.1162, 3.0670, -0.4941)
N (0.9230, 2.7237, 0.0979)
C (0.1880, 3.7663, 0.6897)
C (-0.0532, 3.8326, 2.0844)
C (-1.0504, 4.6871, 2.5489)
C (-1.7086, 5.5709, 1.7198)
C (-1.3347, 5.6371, 0.3919)
C (-0.4018, 4.7623, -0.1410)
C (-0.0059, 4.9571, -1.5961)
C (-1.1916, 5.0306, -2.5659)
C (0.7995, 6.2563, -1.7383)
C (0.7091, 3.0907, 3.1816)
C (1.1836, 4.0745, 4.2660)
C (1.9439, 2.3140, 2.7450)
C (2.9550, 4.2138, -0.1934)
C (2.8978, 5.2736, 0.6817)
C (3.9456, 6.2146, 0.6735)
C (5.0224, 6.1230, -0.1710)
C (5.1322, 5.0286, -1.0664)
C (6.1805, 4.7444, -1.9775)
C (6.1302, 3.6052, -2.7415)
C (5.0695, 2.6795, -2.6807)
C (4.0199, 2.9336, -1.8276)
C (4.0915, 4.1101, -1.0363)
H (5.3023, -0.5825, 0.2619)
H (4.5939, 0.7809, -0.5869)
H (5.9592, -0.0750, -1.3034)
H (3.1289, -1.1406, -0.8690)
H (5.6360, -2.6205, -1.8095)
H (3.9920, -3.2696, -1.9178)
H (4.7056, -2.8900, -0.3490)
H (5.0281, -2.0381, -3.8106)
H (4.6101, -1.1593, -6.0561)
H (3.1363, 0.7761, -6.3596)
H (1.2589, 2.4221, -3.6055)
H (3.2422, 3.1801, -5.7917)
H (3.2327, 3.7336, -4.1231)
H (1.9416, 4.2295, -5.2212)
H (1.1710, 1.8693, -6.6054)
H (-0.0296, 2.6813, -5.6085)
H (0.2264, 0.9445, -5.4439)
H (-1.3114, 4.6703, 3.5963)
H (-2.4673, 6.2294, 2.1160)
H (-1.7956, 6.3792, -0.2429)
H (0.6341, 4.1265, -1.9069)
H (-1.8577, 5.8513, -2.3120)
H (-1.7686, 4.1113, -2.5800)
H (-0.8201, 5.2068, -3.5736)
H (0.1809, 7.1177, -1.4960)
H (1.1579, 6.3643, -2.7602)
H (1.6583, 6.2578, -1.0753)
H (0.0086, 2.3861, 3.6571)
H (1.8293, 4.8334, 3.8288)
H (1.7575, 3.5314, 5.0157)
H (0.3652, 4.5775, 4.7723)
H (2.6741, 2.9653, 2.2700)
H (1.6820, 1.5197, 2.0505)
H (2.4152, 1.8574, 3.6156)
H (2.0675, 5.4055, 1.3593)
H (3.8801, 7.0452, 1.3650)
H (5.7930, 6.8807, -0.1454)
H (7.0166, 5.4238, -2.0606)
H (6.9383, 3.3984, -3.4301)
H (5.1026, 1.8021, -3.3087)
C (2.7891, -2.2066, 2.3352)
C (2.0738, -1.1810, 1.4887)
O (0.8686, -1.3935, 1.1575)
O (2.6567, -0.1479, 1.1089)
H (2.0644, -2.8831, 2.7744)
H (3.3662, -1.7111, 3.1098)
H (3.4664, -2.7760, 1.7054)
Br (1.1112, -1.6657, 7.4781)
C (-0.7321, -1.3770, 7.1181)
C (-1.6540, -1.5921, 8.1300)
C (-3.0009, -1.3935, 7.8941)
C (-3.4274, -0.9680, 6.6442)
C (-2.5082, -0.7542, 5.6345)
C (-1.1560, -0.9603, 5.8597)
I (0.2044, -0.6847, 4.2702)
H (-1.3060, -1.9179, 9.0967)
H (-3.7127, -1.5726, 8.6832)
H (-4.4755, -0.8077, 6.4555)
H (-2.8334, -0.4264, 4.6590)

These are the Löwdin partial charges, in e, on atoms 1 to 99: atom 1 (Y): 1.64, atom 2 (C): -0.15, atom 3 (C): -0.21, atom 4 (N): -0.11, atom 5 (C): -0.20, atom 6 (C): -0.20, atom 7 (N): -0.09, atom 8 (C): -0.21, atom 9 (C): -0.16, atom 10 (C): -0.19, atom 11 (N): -0.13, atom 12 (C): -0.19, atom 13 (C): -0.21, atom 14 (N): -0.11, atom 15 (C): -0.21, atom 16 (H): 0.12, atom 17 (H): 0.10, atom 18 (H): 0.12, atom 19 (H): 0.10, atom 20 (H): -0.01, atom 21 (H): 0.10, atom 22 (H): 0.12, atom 23 (H): 0.12, atom 24 (H): 0.09, atom 25 (H): 0.12, atom 26 (H): 0.12, atom 27 (H): 0.12, atom 28 (H): 0.12, atom 29 (H): 0.08, atom 30 (H): 0.12, atom 31 (H): 0.11, atom 32 (H): 0.05, atom 33 (H): 0.12, atom 34 (H): 0.11, atom 35 (H): 0.09, atom 36 (H): 0.13, atom 37 (H): 0.11, atom 38 (H): 0.12, atom 39 (H): 0.09, atom 40 (C): -0.04, atom 41 (C): -0.37, atom 42 (C): -0.07, atom 43 (C): -0.15, atom 44 (C): -0.04, atom 45 (C): -0.08, atom 46 (C): -0.05, atom 47 (C): -0.15, atom 48 (C): -0.36, atom 49 (C): -0.04, atom 50 (C): -0.06, atom 51 (C): -0.20, atom 52 (N): -0.07, atom 53 (C): -0.23, atom 54 (C): -0.25, atom 55 (N): -0.08, atom 56 (C): -0.21, atom 57 (C): -0.16, atom 58 (C): -0.06, atom 59 (C): -0.08, atom 60 (C): -0.05, atom 61 (C): -0.14, atom 62 (C): -0.35, atom 63 (C): -0.06, atom 64 (C): -0.04, atom 65 (C): -0.37, atom 66 (C): -0.06, atom 67 (C): -0.09, atom 68 (C): -0.11, atom 69 (C): -0.03, atom 70 (C): -0.08, atom 71 (C): -0.03, atom 72 (C): -0.17, atom 73 (C): -0.03, atom 74 (C): -0.07, atom 75 (C): -0.02, atom 76 (C): -0.10, atom 77 (C): -0.08, atom 78 (H): 0.08, atom 79 (H): 0.06, atom 80 (H): 0.09, atom 81 (H): 0.09, atom 82 (H): 0.08, atom 83 (H): 0.08, atom 84 (H): 0.06, atom 85 (H): 0.10, atom 86 (H): 0.10, atom 87 (H): 0.11, atom 88 (H): 0.10, atom 89 (H): 0.08, atom 90 (H): 0.06, atom 91 (H): 0.08, atom 92 (H): 0.07, atom 93 (H): 0.08, atom 94 (H): 0.06, atom 95 (H): 0.10, atom 96 (H): 0.10, atom 97 (H): 0.11, atom 98 (H): 0.11, atom 99 (H): 0.07



Entry 2:
A cluster of 2 separate species, C5H11NO3 in total, computed with ωB97M-V/def2-TZVPD.

Properties
**Energy above the lowest of the compared OMol25 structures with the same formula, charge and spin**: 555.0 kJ/mol
**M**: 133.147 g mol⁻¹

Atoms and positions in Å:
C (-1.7312, 0.3993, 0.6362)
C (0.4020, 0.8055, -0.0231)
C (-0.2378, -0.8095, -0.4631)
C (2.2673, -1.0472, 0.0329)
C (1.1590, -0.4773, -0.8530)
N (0.3192, 1.8282, -0.8760)
O (-1.4370, 0.2011, 1.9700)
O (-2.7955, -0.3278, 0.1856)
O (1.4329, -0.1610, -2.0639)
H (-2.2626, 0.1187, 2.4706)
H (-2.6432, -1.2720, 0.3469)
H (-1.8776, 1.4306, 0.3228)
H (0.5192, 0.9230, 1.0408)
H (-0.1368, 2.7011, -0.6734)
H (0.6924, 1.6039, -1.8075)
H (-0.3928, -1.4999, 0.3610)
H (-0.9342, -0.8339, -1.2913)
H (3.1350, -0.3895, -0.0153)
H (1.9657, -1.1753, 1.0754)
H (2.5561, -2.0181, -0.3757)

Charges in e, computed with Löwdin, in the same order as the atoms: atom 1 (C): -0.34, atom 2 (C): -0.16, atom 3 (C): 0.03, atom 4 (C): -0.02, atom 5 (C): -0.68, atom 6 (N): 0.10, atom 7 (O): 0.00, atom 8 (O): 0.03, atom 9 (O): -0.13, atom 10 (H): 0.12, atom 11 (H): 0.11, atom 12 (H): 0.13, atom 13 (H): 0.13, atom 14 (H): 0.10, atom 15 (H): 0.10, atom 16 (H): 0.11, atom 17 (H): 0.12, atom 18 (H): 0.08, atom 19 (H): 0.08, atom 20 (H): 0.08



Entry 3:
A structure of composition C37H29Cl2N4O3SSbV in a non-equilibrium geometry, computed with ωB97M-V/def2-TZVPD.

Properties
**⟨S²⟩**: 2.018
**Energy above the lowest of the compared OMol25 structures with the same formula, charge and spin**: 103.2 kJ/mol
**M**: 853.341 g mol⁻¹
**Net charge**: +1
**Spin multiplicity**: 3

Atoms and positions in Å:
V (0.9927, -0.1887, -1.7562)
Cl (5.3628, -1.7640, 3.1921)
C (4.2710, -1.8625, 1.8639)
C (3.6699, -0.7013, 1.4055)
C (2.7790, -0.7712, 0.3497)
N (2.2351, 0.3025, -0.3467)
C (1.5515, 1.3456, 0.1099)
O (1.0849, 1.5110, 1.2547)
C (1.2881, 2.3552, -0.9734)
C (1.1787, 3.7066, -0.7000)
C (1.0455, 4.5826, -1.7644)
C (1.0085, 4.0731, -3.0565)
C (1.0632, 2.7041, -3.2378)
N (1.1872, 1.8540, -2.2181)
C (2.4441, -2.0174, -0.2256)
C (3.0630, -3.1726, 0.2320)
C (3.9832, -3.0900, 1.2660)
Cl (4.7360, -4.5321, 1.8328)
N (1.5052, -1.8979, -1.2565)
C (0.8184, -2.9589, -1.7809)
O (0.7981, -4.1018, -1.3778)
C (0.0045, -2.4890, -2.9505)
C (-0.7740, -3.3342, -3.7146)
C (-1.4964, -2.8007, -4.7711)
C (-1.4209, -1.4354, -5.0121)
C (-0.6349, -0.6535, -4.1877)
N (0.0730, -1.1626, -3.1718)
H (3.9028, 0.2511, 1.8620)
H (1.2116, 4.0444, 0.3265)
H (0.9783, 5.6484, -1.5935)
H (0.9183, 4.7311, -3.9088)
H (0.9980, 2.2689, -4.2276)
H (2.8179, -4.1301, -0.1991)
H (-0.8028, -4.3861, -3.4669)
H (-2.1102, -3.4340, -5.3967)
H (-1.9728, -0.9803, -5.8219)
H (-0.5793, 0.4204, -4.3180)
C (3.2321, -0.1193, -4.4772)
O (3.0157, -0.2559, -3.0706)
H (3.8784, -0.9127, -4.8530)
H (3.6698, 0.8516, -4.7178)
H (2.2611, -0.2004, -4.9625)
H (3.8603, -0.2239, -2.6123)
S (-1.0710, -0.0445, -0.8488)
Sb (-1.2023, 0.3756, 1.4804)
C (-3.1390, -0.4630, 1.8006)
C (-3.8575, -1.1016, 0.7978)
C (-5.1199, -1.6088, 1.0749)
C (-5.6591, -1.4806, 2.3463)
C (-4.9418, -0.8403, 3.3468)
C (-3.6812, -0.3327, 3.0761)
C (-1.6768, 2.4547, 1.6167)
C (-1.1678, 3.3232, 2.5695)
C (-1.5618, 4.6541, 2.5460)
C (-2.4484, 5.1048, 1.5787)
C (-2.9502, 4.2266, 0.6271)
C (-2.5684, 2.8935, 0.6465)
C (0.0049, -0.8290, 2.7666)
C (-0.0255, -2.1952, 2.5372)
C (0.7086, -3.0276, 3.3711)
C (1.4426, -2.4938, 4.4201)
C (1.4532, -1.1233, 4.6405)
C (0.7383, -0.2776, 3.8062)
H (-3.4341, -1.2042, -0.1922)
H (-5.6855, -2.1018, 0.2947)
H (-6.6397, -1.8841, 2.5621)
H (-5.3665, -0.7318, 4.3363)
H (-3.1175, 0.1659, 3.8584)
H (-0.4655, 2.9783, 3.3173)
H (-1.1766, 5.3435, 3.2862)
H (-2.7555, 6.1423, 1.5708)
H (-3.6423, 4.5806, -0.1256)
H (-2.9613, 2.2013, -0.0895)
H (-0.6205, -2.6194, 1.7350)
H (0.7007, -4.0949, 3.1913)
H (2.0164, -3.1496, 5.0618)
H (2.0191, -0.7079, 5.4643)
H (0.7559, 0.7931, 3.9616)

Charges in e, computed with Löwdin, in the same order as the atoms: atom 1 (V): 0.63, atom 2 (Cl): 0.69, atom 3 (C): -0.69, atom 4 (C): -0.03, atom 5 (C): -0.20, atom 6 (N): 0.01, atom 7 (C): -0.52, atom 8 (O): -0.08, atom 9 (C): -0.19, atom 10 (C): 0.04, atom 11 (C): -0.01, atom 12 (C): -0.03, atom 13 (C): -0.09, atom 14 (N): 0.01, atom 15 (C): -0.18, atom 16 (C): -0.02, atom 17 (C): -0.69, atom 18 (Cl): 0.70, atom 19 (N): -0.04, atom 20 (C): -0.43, atom 21 (O): 0.11, atom 22 (C): -0.17, atom 23 (C): 0.04, atom 24 (C): -0.01, atom 25 (C): -0.02, atom 26 (C): -0.11, atom 27 (N): -0.08, atom 28 (H): 0.12, atom 29 (H): 0.13, atom 30 (H): 0.12, atom 31 (H): 0.12, atom 32 (H): 0.12, atom 33 (H): 0.11, atom 34 (H): 0.13, atom 35 (H): 0.12, atom 36 (H): 0.12, atom 37 (H): 0.11, atom 38 (C): -0.09, atom 39 (O): -0.16, atom 40 (H): 0.09, atom 41 (H): 0.09, atom 42 (H): 0.07, atom 43 (H): 0.11, atom 44 (S): 0.39, atom 45 (Sb): 1.48, atom 46 (C): -0.36, atom 47 (C): -0.14, atom 48 (C): -0.07, atom 49 (C): -0.07, atom 50 (C): -0.07, atom 51 (C): -0.12, atom 52 (C): -0.33, atom 53 (C): -0.11, atom 54 (C): -0.07, atom 55 (C): -0.07, atom 56 (C): -0.07, atom 57 (C): -0.13, atom 58 (C): -0.33, atom 59 (C): -0.11, atom 60 (C): -0.06, atom 61 (C): -0.06, atom 62 (C): -0.07, atom 63 (C): -0.11, atom 64 (H): 0.05, atom 65 (H): 0.11, atom 66 (H): 0.11, atom 67 (H): 0.11, atom 68 (H): 0.10, atom 69 (H): 0.10, atom 70 (H): 0.11, atom 71 (H): 0.11, atom 72 (H): 0.11, atom 73 (H): 0.09, atom 74 (H): 0.11, atom 75 (H): 0.12, atom 76 (H): 0.11, atom 77 (H): 0.11, atom 78 (H): 0.10



Entry 4:
A cluster of 2 separate species, C9H16FNO4P2 in total in a non-equilibrium geometry, computed with ωB97M-V/def2-TZVPD.

Properties
**M**: 283.176 g mol⁻¹
**SMILES string**: CO[P@](=O)(OCCF)O[PH2]=N.c1ccccc1
**E_tot**: -1490.74916 a.u.

Atoms and positions in Å:
C (0.0622, 4.7487, 0.1758)
O (-1.2039, 4.1475, -0.2714)
P (-0.8849, 2.8859, -1.4807)
O (-2.3035, 2.1751, -1.7422)
O (0.2417, 1.7105, -0.8485)
C (-0.4611, 0.9753, 0.2414)
C (0.6858, 0.6001, 1.3846)
F (0.0807, 0.9356, 2.6967)
O (-0.2368, 3.5383, -2.9596)
P (1.4678, 3.1838, -3.1674)
N (1.7188, 1.7163, -3.8213)
H (0.8993, 4.7462, -0.6697)
H (0.5213, 4.2299, 1.1281)
H (-0.1301, 5.8941, 0.4150)
H (-1.3285, 1.6419, 0.7032)
H (-0.9096, 0.0043, -0.2808)
H (0.9282, -0.5456, 1.2876)
H (1.6177, 1.2951, 1.1382)
H (2.0106, 4.2026, -4.0468)
H (2.1710, 3.2145, -1.9010)
H (2.3184, 1.1899, -3.1187)
C (-1.3196, -3.3277, 0.6776)
C (-1.0756, -3.3251, 2.0506)
C (-0.3576, -4.3686, 2.6341)
C (0.1131, -5.4181, 1.8446)
C (-0.1389, -5.4254, 0.4729)
C (-0.8536, -4.3800, -0.1112)
H (-1.8732, -2.5112, 0.2222)
H (-1.4445, -2.5087, 2.6664)
H (-0.1647, -4.3645, 3.7037)
H (0.6747, -6.2298, 2.2984)
H (0.2228, -6.2461, -0.1417)
H (-1.0479, -4.3847, -1.1805)

Charges in e, computed with natural (NBO), in the same order as the atoms: atom 1 (C): -0.30, atom 2 (O): -0.74, atom 3 (P): 2.38, atom 4 (O): -1.02, atom 5 (O): -0.80, atom 6 (C): -0.13, atom 7 (C): 0.01, atom 8 (F): -0.38, atom 9 (O): -1.00, atom 10 (P): 1.42, atom 11 (N): -1.23, atom 12 (H): 0.17, atom 13 (H): 0.20, atom 14 (H): 0.22, atom 15 (H): 0.24, atom 16 (H): 0.22, atom 17 (H): 0.20, atom 18 (H): 0.19, atom 19 (H): 0.00, atom 20 (H): -0.03, atom 21 (H): 0.37, atom 22 (C): -0.23, atom 23 (C): -0.22, atom 24 (C): -0.21, atom 25 (C): -0.21, atom 26 (C): -0.22, atom 27 (C): -0.20, atom 28 (H): 0.21, atom 29 (H): 0.22, atom 30 (H): 0.21, atom 31 (H): 0.21, atom 32 (H): 0.21, atom 33 (H): 0.22



Entry 5:
An isolated molecule of CHN3O5 in a non-equilibrium geometry, computed with ωB97M-V/def2-TZVPD.

Properties
**Energy above the lowest of the compared OMol25 structures with the same formula, charge and spin**: 289.6 kJ/mol
**M**: 135.035 g mol⁻¹
**SMILES string**: O=NC(=O)N(O)[N+](=O)[O-]

Atoms and positions in Å:
O (-1.9041, 2.1882, -0.2697)
N (-1.6413, 1.2006, 0.3326)
C (-1.3834, -0.0687, -0.0475)
O (-2.0162, -1.0596, -0.0410)
N (0.2567, -0.1184, -0.0429)
O (0.8141, 1.1445, 0.1122)
N (1.1227, -1.1663, -0.0482)
O (0.6756, -2.2679, -0.1291)
O (2.2874, -0.8224, 0.0181)
H (1.7886, 0.9699, 0.1155)

Charges in e, computed with natural (NBO), in the same order as the atoms: atom 1 (O): -0.12, atom 2 (N): 0.12, atom 3 (C): 0.72, atom 4 (O): -0.43, atom 5 (N): -0.09, atom 6 (O): -0.55, atom 7 (N): 0.63, atom 8 (O): -0.35, atom 9 (O): -0.44, atom 10 (H): 0.51



Question: Number 4 is which compound?
Answer: C9H16FNO4P2